# 1
This record from the OMol25 dataset describes the molecule C2H4N4 in a non-equilibrium geometry. The level of theory is wB97M-V/def2-TZVPD.

CARTESIAN COORDINATES (ANGSTROEM)
H (1.159, -2.284, -1.274)
N (0.645, -1.718, -0.594)
N (0.833, -0.517, -0.890)
C (0.105, 0.396, -0.087)
N (0.253, 1.799, -0.180)
C (-0.749, -0.195, 0.728)
N (-1.534, -0.926, 1.301)
H (-0.482, 2.245, -0.716)
H (1.151, 2.028, -0.586)
H (-1.381, -0.828, 2.298)

Properties
Relative energy (zero: lowest compared OMol25 entry of this formula, charge and spin) (eV): 3.356
Multiplicity: 1
Maximum force (eV/A): 1.441
HOMO (eV): -8.3648
LUMO energy (eV): 0.4318



# 2
This record from the OMol25 dataset describes C19H21CoF4N5 as an isolated structure in a non-equilibrium geometry. The level of theory is wB97M-V/def2-TZVPD.

CARTESIAN COORDINATES (ANGSTROEM)
Co (0.199, -0.771, -0.676)
C (-1.226, -0.213, -3.231)
N (-1.272, 0.160, -1.814)
C (-2.634, -0.123, -1.319)
C (-1.035, 1.634, -1.665)
C (0.393, 1.896, -1.221)
N (0.621, 1.033, -0.074)
C (1.622, 1.373, 0.779)
C (1.609, 0.876, 2.099)
F (0.566, 0.143, 2.513)
C (2.612, 1.140, 3.007)
F (2.504, 0.620, 4.241)
C (3.701, 1.939, 2.703)
C (3.727, 2.462, 1.426)
F (4.766, 3.225, 1.039)
C (2.740, 2.193, 0.494)
F (2.938, 2.686, -0.752)
H (-2.051, 0.252, -3.785)
H (-1.289, -1.296, -3.327)
H (-0.289, 0.129, -3.666)
H (-3.344, 0.576, -1.775)
H (-2.658, -0.010, -0.238)
H (-2.929, -1.134, -1.590)
H (-1.721, 2.004, -0.906)
H (-1.277, 2.133, -2.609)
H (0.493, 2.956, -0.964)
H (1.082, 1.718, -2.058)
H (4.468, 2.153, 3.429)
C (-0.358, -2.109, 1.040)
C (1.039, -2.296, 0.765)
C (1.157, -2.886, -0.499)
C (-0.126, -2.945, -1.074)
C (-1.065, -2.535, -0.079)
H (-0.768, -1.703, 1.947)
H (1.842, -2.073, 1.452)
H (2.084, -3.120, -0.997)
H (-0.362, -3.323, -2.057)
H (-2.138, -2.547, -0.174)
N (5.544, 0.257, -0.984)
C (4.481, 0.019, -1.812)
C (3.236, -0.373, -1.272)
N (2.187, -0.586, -2.036)
C (2.371, -0.490, -3.365)
C (3.600, -0.143, -3.883)
N (4.655, 0.133, -3.119)
H (5.326, 0.532, -0.039)
H (6.306, 0.760, -1.409)
H (3.105, -0.494, -0.205)
H (1.536, -0.714, -4.010)
H (3.739, -0.068, -4.954)

Properties
Multiplicity: 2
Maximum force (eV/A): 1.002
HOMO (spin up / spin down) (eV): -7.3174 / -7.1575
LUMO energy (spin up / spin down) (eV): 0.3757 / 0.3779



# 3
This record from the OMol25 dataset describes C36H30Cl2NNiOP2 as an isolated structure. The level of theory is wB97M-V/def2-TZVPD.

CARTESIAN COORDINATES (ANGSTROEM)
Ni (0.186, -0.369, -0.744)
Cl (-3.265, -3.500, -2.221)
C (-1.582, -3.767, -1.986)
C (-1.062, -5.057, -2.180)
C (0.267, -5.318, -2.003)
Cl (0.874, -6.919, -2.254)
C (1.150, -4.285, -1.610)
C (2.535, -4.448, -1.395)
C (3.297, -3.380, -1.005)
C (2.680, -2.138, -0.810)
N (1.391, -1.953, -0.995)
C (0.610, -2.996, -1.410)
C (-0.782, -2.699, -1.606)
O (-1.226, -1.488, -1.417)
H (-1.736, -5.849, -2.476)
H (2.980, -5.422, -1.545)
H (4.360, -3.479, -0.840)
H (3.256, -1.279, -0.487)
C (-2.605, 1.561, 0.977)
C (-2.179, 0.264, 1.673)
P (-0.451, -0.351, 1.542)
C (0.606, 0.829, 2.422)
C (0.124, 1.917, 3.142)
C (1.006, 2.800, 3.750)
C (2.373, 2.598, 3.652)
C (2.864, 1.505, 2.948)
C (1.984, 0.630, 2.333)
C (-0.482, -1.826, 2.588)
C (-0.281, -3.082, 2.027)
C (-0.319, -4.216, 2.826)
C (-0.557, -4.096, 4.186)
C (-0.756, -2.842, 4.753)
C (-0.718, -1.710, 3.959)
C (-2.389, 1.626, -0.541)
P (-0.635, 1.896, -0.952)
C (-0.467, 1.464, -2.710)
C (0.674, 0.733, -3.051)
C (0.827, 0.196, -4.323)
C (-0.166, 0.393, -5.269)
C (-1.297, 1.137, -4.946)
C (-1.448, 1.669, -3.676)
C (-0.236, 3.650, -0.796)
C (-1.197, 4.598, -0.459)
C (-0.845, 5.936, -0.361)
C (0.464, 6.330, -0.596)
C (1.426, 5.384, -0.924)
C (1.082, 4.047, -1.014)
H (-2.130, 2.422, 1.454)
H (-3.676, 1.672, 1.162)
H (-2.778, -0.570, 1.293)
H (-2.411, 0.340, 2.739)
H (-0.940, 2.081, 3.248)
H (0.621, 3.644, 4.307)
H (3.059, 3.285, 4.129)
H (3.930, 1.336, 2.880)
H (2.370, -0.228, 1.791)
H (-0.110, -3.182, 0.963)
H (-0.166, -5.192, 2.383)
H (-0.586, -4.979, 4.810)
H (-0.937, -2.750, 5.816)
H (-0.853, -0.733, 4.407)
H (-3.037, 2.386, -0.981)
H (-2.641, 0.670, -1.012)
H (1.501, 0.617, -2.346)
H (1.715, -0.372, -4.567)
H (-0.064, -0.026, -6.260)
H (-2.066, 1.296, -5.689)
H (-2.339, 2.235, -3.435)
H (-2.223, 4.306, -0.275)
H (-1.596, 6.671, -0.103)
H (0.737, 7.374, -0.522)
H (2.448, 5.690, -1.104)
H (1.839, 3.312, -1.263)

Properties
Total charge: +1
Multiplicity: 3
Maximum force (eV/A): 0.962
HOMO (spin up / spin down) (eV): -10.0893 / -10.1005
LUMO energy (spin up / spin down) (eV): -2.7691 / -3.2529



# 4
This record from the OMol25 dataset describes the molecule C8H13N2PS in a non-equilibrium geometry. The level of theory is wB97M-V/def2-TZVPD.

CARTESIAN COORDINATES (ANGSTROEM)
C (-4.137, -1.952, 1.017)
C (-3.055, -1.577, 0.656)
C (-0.666, -1.685, 0.646)
C (-1.796, -1.129, 0.198)
C (-1.891, 0.034, -0.783)
C (-0.450, 0.446, -2.666)
C (3.079, 0.069, 0.892)
C (0.903, 0.764, 1.735)
N (-0.672, 0.580, -1.262)
N (1.693, -0.282, 1.116)
P (0.921, -1.206, -0.057)
S (2.005, -2.636, -0.791)
H (-5.084, -2.274, 1.337)
H (-0.676, -2.550, 1.294)
H (-2.558, -0.305, -1.594)
H (-2.423, 0.824, -0.229)
H (0.600, 0.644, -2.878)
H (-0.720, -0.539, -3.073)
H (-1.052, 1.200, -3.193)
H (3.179, 1.006, 0.338)
H (3.580, 0.172, 1.857)
H (3.563, -0.730, 0.329)
H (1.468, 1.185, 2.567)
H (0.651, 1.557, 1.026)
H (-0.023, 0.333, 2.114)

Properties
Relative energy (zero: lowest compared OMol25 entry of this formula, charge and spin) (eV): 1.856
Multiplicity: 1
Maximum force (eV/A): 2.608
HOMO (spin up / spin down) (eV): -8.4588 / -7.4062
LUMO energy (spin up / spin down) (eV): -0.6281 / -0.4838



# 5
This record from the OMol25 dataset describes an isolated ion of composition NS5 and charge -1 in a non-equilibrium geometry. The level of theory is wB97M-V/def2-TZVPD.

CARTESIAN COORDINATES (ANGSTROEM)
N (0.670, -0.395, -0.403)
S (-2.047, -1.342, 0.692)
S (1.883, -0.149, 0.512)
S (-0.929, 0.092, -0.194)
S (2.007, 1.520, 1.447)
S (-1.584, 0.274, -2.055)

Properties
Relative energy (zero: lowest compared OMol25 entry of this formula, charge and spin) (eV): 0.000
Total charge: -1
Multiplicity: 1
Maximum force (eV/A): 2.690
HOMO (eV): -3.8986
LUMO energy (eV): 1.3670



# 6
This record from the OMol25 dataset describes C37H57BClFI2N5O4S as an isolated structure in a non-equilibrium geometry. The level of theory is wB97M-V/def2-TZVPD.

CARTESIAN COORDINATES (ANGSTROEM)
C (2.795, -3.991, -0.963)
C (1.970, -3.630, 0.145)
N (1.109, -3.318, 1.386)
C (1.049, -4.346, 2.503)
B (1.940, -5.736, 2.259)
C (3.582, -5.826, 2.300)
O (1.114, -6.957, 1.950)
C (0.137, -4.079, 3.880)
C (0.092, -5.176, 5.141)
C (1.086, -4.694, 6.382)
C (2.605, -4.306, 5.907)
C (3.658, -4.763, 7.124)
S (4.174, -6.541, 6.660)
O (4.743, -7.343, 7.856)
O (2.950, -7.295, 6.013)
Cl (5.630, -6.365, 5.162)
C (-0.743, -2.659, 3.956)
C (-1.670, -2.449, 5.298)
C (-3.039, -3.376, 5.045)
F (-2.156, -1.066, 5.509)
C (-0.621, -1.597, 2.701)
O (-1.359, -0.322, 2.697)
C (-0.516, 0.671, 3.426)
C (-0.142, 2.001, 2.544)
C (-0.955, 3.277, 3.242)
C (-1.103, 4.569, 2.219)
C (0.347, -1.977, 1.433)
C (0.595, -0.993, 0.113)
I (2.152, 0.580, 0.043)
C (-0.302, -1.235, -1.071)
C (-1.514, -2.352, -1.123)
I (0.115, 0.077, -2.827)
H (3.252, -4.304, -2.013)
H (3.957, -5.875, 1.174)
H (3.976, -4.846, 2.808)
H (3.995, -6.820, 2.816)
H (0.173, -6.726, 2.255)
H (0.320, -6.280, 4.773)
H (-1.007, -5.223, 5.598)
H (0.665, -3.756, 6.972)
H (1.197, -5.549, 7.206)
H (2.755, -3.149, 5.659)
H (2.985, -4.882, 4.949)
H (3.147, -4.704, 8.177)
H (4.616, -4.052, 7.080)
H (-1.199, -2.851, 6.291)
H (-3.450, -3.861, 6.028)
H (-2.666, -4.267, 4.343)
H (-3.853, -2.803, 4.411)
H (0.402, 0.119, 3.903)
H (-1.191, 1.029, 4.342)
H (1.013, 2.251, 2.713)
H (-0.378, 1.903, 1.397)
H (-2.063, 2.903, 3.470)
H (-0.390, 3.548, 4.255)
H (-0.123, 5.211, 2.357)
H (-1.128, 4.139, 1.120)
H (-2.004, 5.271, 2.478)
H (-1.235, -3.344, -1.680)
H (-2.426, -1.816, -1.675)
H (-1.927, -2.663, -0.064)
C (-1.852, 5.596, -2.399)
C (-0.512, 5.321, -3.071)
C (0.490, 4.632, -2.146)
C (0.857, 5.473, -0.999)
N (1.134, 6.138, -0.089)
H (-1.742, 6.278, -1.550)
H (-2.542, 6.062, -3.110)
H (-2.308, 4.669, -2.040)
H (-0.096, 6.264, -3.445)
H (-0.685, 4.680, -3.943)
H (1.395, 4.394, -2.718)
H (0.079, 3.679, -1.793)
C (-4.325, 8.534, -6.635)
C (-5.420, 8.753, -5.598)
C (-5.013, 8.306, -4.194)
C (-4.766, 6.860, -4.121)
N (-4.562, 5.718, -4.074)
H (-4.080, 7.473, -6.741)
H (-4.655, 8.897, -7.613)
H (-3.413, 9.074, -6.361)
H (-6.328, 8.225, -5.915)
H (-5.665, 9.821, -5.569)
H (-5.814, 8.567, -3.492)
H (-4.119, 8.852, -3.873)
C (2.941, -11.222, -1.022)
C (3.352, -10.356, 0.162)
C (2.344, -9.250, 0.474)
C (2.224, -8.282, -0.624)
N (2.126, -7.527, -1.500)
H (2.876, -10.636, -1.944)
H (3.679, -12.014, -1.184)
H (1.969, -11.693, -0.844)
H (4.340, -9.922, -0.034)
H (3.454, -10.997, 1.045)
H (2.664, -8.724, 1.381)
H (1.363, -9.689, 0.691)
C (0.200, 10.147, -9.498)
C (-0.064, 9.721, -8.059)
C (-0.518, 8.267, -7.939)
C (-1.809, 8.032, -8.601)
N (-2.823, 7.851, -9.135)
H (-0.708, 10.089, -10.106)
H (0.550, 11.184, -9.526)
H (0.966, 9.517, -9.959)
H (-0.813, 10.389, -7.617)
H (0.859, 9.849, -7.482)
H (-0.610, 8.010, -6.877)
H (0.243, 7.602, -8.363)

Properties
Total charge: +1
Multiplicity: 1
Maximum force (eV/A): 10.626
HOMO (eV): -11.5619
LUMO energy (eV): -5.0025